#i
Density functional theory data (wB97M-V/def2-TZVPD) for 2 unconnected molecules or ions with the total composition C4H12.

Kohn-Sham gap, eV: 12.22
HOMO level, eV: -11.126
SMILES string: CC.CC

Each line ends with the Mulliken charge.
Cartesian coordinates (Å):
C (-1.97267, -1.04170, -2.00073)  -0.98
C (-1.16183, -0.35031, -0.98142)  -0.86
H (-2.69492, -1.87220, -1.67772)  0.26
H (-2.67587, -0.33390, -2.60196)  0.28
H (-1.35921, -1.31212, -2.88011)  0.27
H (-1.64277, 0.19107, -0.22108)  0.45
H (-0.32332, -0.94728, -0.46161)  0.25
H (-0.71018, 0.57180, -1.37223)  0.38
C (1.25778, 0.78320, 0.78329)  -0.45
C (1.89270, 0.50442, 2.25705)  -0.94
H (2.00156, 1.37701, 0.20327)  0.28
H (0.90593, -0.07417, 0.20947)  0.02
H (0.22420, 1.29011, 0.81688)  0.18
H (1.40869, -0.31319, 2.84805)  0.29
H (1.96068, 1.40754, 2.89580)  0.27
H (2.88923, 0.11971, 2.18305)  0.31


#ii
Density functional theory data (wB97M-V/def2-TZVPD) for 2 unconnected molecules or ions with the total composition C4H12.

Kohn-Sham gap, eV: 12.65
HOMO level, eV: -11.492
SMILES string: CC.CC

Each line ends with the Mulliken charge.
Cartesian coordinates (Å):
C (0.26051, 0.08533, -2.96793)  -0.83
C (0.87338, 0.20890, -1.54660)  -0.76
H (-0.65894, 0.64137, -3.07854)  0.30
H (1.01877, 0.35015, -3.69986)  0.25
H (0.01489, -0.97220, -3.06781)  0.23
H (0.26344, 0.84238, -0.90955)  0.14
H (1.09490, -0.75687, -1.09711)  0.30
H (1.86119, 0.68410, -1.55402)  0.35
C (-0.16183, -0.40630, 2.84496)  -0.90
C (-0.96904, 0.10367, 1.63828)  -0.33
H (-0.69492, -0.08220, 3.73822)  0.28
H (-0.03310, -1.48379, 2.79362)  0.28
H (0.82087, 0.06626, 2.86483)  0.28
H (-0.40351, -0.05070, 0.73176)  -0.19
H (-1.25196, 1.14823, 1.75843)  0.32
H (-1.88051, -0.48619, 1.51952)  0.28


On energetic grounds, #ii is preferred over the next structure by 0.0345 hartree.


#i
Density functional theory data (wB97M-V/def2-TZVPD) for 2 unconnected molecules or ions with the total composition C4H12.

Kohn-Sham gap, eV: 12.44
HOMO level, eV: -11.343
SMILES string: CC.CC

Each line ends with the Mulliken charge.
Cartesian coordinates (Å):
C (-1.86317, 0.58657, -0.13509)  -0.66
C (-2.67368, 0.62642, 1.17232)  -0.84
H (-2.55540, 0.37816, -0.95064)  0.30
H (-1.19508, 1.45205, -0.29878)  0.26
H (-1.22851, -0.29644, -0.10968)  0.12
H (-2.05207, 0.49028, 2.03447)  0.31
H (-3.19322, 1.59504, 1.20891)  0.25
H (-3.53802, -0.01758, 0.98846)  0.26
C (2.68826, 0.09092, -0.65350)  -0.79
C (1.93272, -1.21004, -0.40156)  -0.88
H (2.18876, 0.76853, -1.33208)  0.26
H (2.85599, 0.59692, 0.31074)  0.25
H (3.67419, -0.09323, -1.09342)  0.29
H (2.48348, -2.16422, -0.33712)  0.31
H (1.39098, -1.12029, 0.53816)  0.24
H (1.08476, -1.68307, -0.94120)  0.33


#ii
Density functional theory data (wB97M-V/def2-TZVPD) for 2 unconnected molecules or ions with the total composition C4H12.

Kohn-Sham gap, eV: 12.09
HOMO level, eV: -10.988
SMILES string: CC.CC

Each line ends with the Mulliken charge.
Cartesian coordinates (Å):
C (1.20890, -0.74850, -1.87134)  -0.78
C (0.99784, -1.95585, -0.93882)  -0.65
H (2.00235, -0.78907, -2.55264)  0.38
H (0.21630, -0.68559, -2.47764)  0.21
H (1.10385, 0.31103, -1.28855)  0.14
H (0.27923, -1.78393, -0.12938)  0.27
H (2.04112, -2.29214, -0.77024)  0.21
H (0.62097, -2.80524, -1.58194)  0.24
C (-1.30663, 2.10369, 1.41351)  -0.84
C (-0.72779, 0.60158, 1.52510)  -0.16
H (-0.93028, 2.78265, 2.15579)  0.26
H (-1.13593, 2.27240, 0.28200)  0.25
H (-2.42681, 2.29036, 1.61471)  0.25
H (-0.24071, 0.30921, 0.55935)  -0.34
H (-1.69649, 0.05465, 1.73093)  0.24
H (-0.00592, 0.33475, 2.32914)  0.32


On energetic grounds, #i is preferred over the next structure by 0.0285 hartree.


#i
Density functional theory data (wB97M-V/def2-TZVPD) for 2 unconnected molecules or ions with the total composition C4H12.

Kohn-Sham gap, eV: 12.52
HOMO level, eV: -11.446
SMILES string: CC.CC

Each line ends with the Mulliken charge.
Cartesian coordinates (Å):
C (1.95635, 0.99043, 0.78557)  -0.62
C (2.69138, -0.22877, 1.29431)  -0.87
H (0.87590, 0.95851, 1.03669)  0.14
H (2.34454, 1.91397, 1.21476)  0.29
H (1.96748, 1.09694, -0.35886)  0.22
H (3.51220, -0.57028, 0.66674)  0.27
H (2.21207, -1.25309, 1.42989)  0.27
H (3.10296, -0.00403, 2.22102)  0.30
C (-2.52341, -0.60965, -0.30423)  -0.85
C (-2.10494, -0.09371, -1.77127)  -0.78
H (-1.90476, -0.29194, 0.48955)  0.27
H (-3.43882, -0.14557, -0.07850)  0.30
H (-2.74720, -1.70976, -0.25602)  0.26
H (-1.28651, -0.82843, -2.20306)  0.20
H (-1.75179, 0.89317, -1.82312)  0.31
H (-3.00232, -0.40929, -2.36542)  0.28


#ii
Density functional theory data (wB97M-V/def2-TZVPD) for 2 unconnected molecules or ions with the total composition C4H12.

Kohn-Sham gap, eV: 12.49
HOMO level, eV: -11.326
SMILES string: CC.CC

Each line ends with the Mulliken charge.
Cartesian coordinates (Å):
C (-0.14016, 1.10066, 1.81966)  -0.71
C (-1.49120, 0.80609, 1.16546)  -0.93
H (-0.20582, 2.08728, 2.31060)  0.30
H (0.07665, 0.41450, 2.62652)  0.25
H (0.65995, 1.12641, 1.08355)  0.22
H (-1.43964, 1.16108, 0.12581)  0.29
H (-2.33344, 1.28415, 1.62751)  0.35
H (-1.66052, -0.25295, 0.97132)  0.26
C (1.48739, -0.65204, -1.65966)  -0.96
C (0.15126, -1.23421, -1.28025)  -0.43
H (2.26496, -1.07588, -1.00724)  0.24
H (1.85092, -0.90150, -2.66597)  0.38
H (1.49792, 0.43353, -1.67362)  0.28
H (-0.43688, -1.17858, -2.22166)  0.26
H (-0.36133, -0.85296, -0.41953)  -0.13
H (0.17334, -2.32264, -1.28652)  0.34


#iii
Density functional theory data (wB97M-V/def2-TZVPD) for 2 unconnected molecules or ions with the total composition C4H12.

Kohn-Sham gap, eV: 12.83
HOMO level, eV: -11.750
SMILES string: CC.CC

Each line ends with the Mulliken charge.
Cartesian coordinates (Å):
C (1.60435, -3.55658, -0.48423)  -0.75
C (2.01458, -3.67597, 0.93457)  -0.77
H (0.97670, -2.65771, -0.60546)  0.23
H (1.08049, -4.41516, -0.93703)  0.28
H (2.55306, -3.39868, -1.02425)  0.24
H (2.71230, -2.85596, 1.17413)  0.25
H (2.54543, -4.63552, 1.05313)  0.25
H (1.17717, -3.64621, 1.65183)  0.27
C (-1.63997, 3.10797, 0.35901)  -0.76
C (-1.99397, 4.07206, -0.83283)  -0.78
H (-1.26381, 2.10447, 0.09802)  0.27
H (-2.55608, 2.99426, 0.96268)  0.25
H (-0.87806, 3.62157, 0.96918)  0.25
H (-2.83109, 3.63262, -1.40091)  0.25
H (-1.16863, 4.28705, -1.53227)  0.28
H (-2.33248, 5.02178, -0.38557)  0.25


#iv
Density functional theory data (wB97M-V/def2-TZVPD) for 2 unconnected molecules or ions with the total composition C4H12.

Kohn-Sham gap, eV: 12.05
HOMO level, eV: -10.914
SMILES string: CC.CC

Each line ends with the Mulliken charge.
Cartesian coordinates (Å):
C (-1.87466, 0.15215, 0.50808)  -0.53
C (-2.30058, 0.24903, 2.02329)  -0.98
H (-0.89312, -0.18217, 0.39267)  0.05
H (-2.50024, -0.57181, -0.05846)  0.29
H (-2.12579, 1.17872, -0.07645)  0.25
H (-1.48786, -0.03961, 2.64252)  0.31
H (-3.08320, -0.50737, 2.15046)  0.25
H (-2.75888, 1.07143, 2.34412)  0.35
C (1.98603, -0.72730, -1.78473)  -0.66
C (2.18336, 0.34003, -0.74304)  -0.89
H (0.87895, -1.07179, -1.71670)  0.17
H (2.10714, -0.28665, -2.74469)  0.25
H (2.73294, -1.52624, -1.78314)  0.29
H (2.63540, -0.02692, 0.20734)  0.27
H (1.36054, 0.94678, -0.51576)  0.29
H (3.16930, 0.93222, -0.86353)  0.30


On energetic grounds, #iii is preferred over the next structure by 0.0087 hartree.


#i
Density functional theory data (wB97M-V/def2-TZVPD) for 2 unconnected molecules or ions with the total composition C4H12.

Kohn-Sham gap, eV: 11.95
HOMO level, eV: -10.799
SMILES string: CC.CC

Each line ends with the Mulliken charge.
Cartesian coordinates (Å):
C (-0.23741, 2.00802, -0.92386)  -0.95
C (-0.13659, 1.73048, 0.58556)  -0.56
H (0.11029, 3.02095, -0.97336)  0.37
H (0.32019, 1.35473, -1.61332)  0.26
H (-1.28017, 2.01156, -1.31675)  0.27
H (-0.27698, 0.72615, 1.01371)  0.12
H (-0.92608, 2.42503, 0.94422)  0.27
H (0.85129, 2.13927, 0.86713)  0.22
C (0.34443, -1.98512, 0.93244)  -0.86
C (-0.09594, -1.88586, -0.51151)  -0.73
H (0.96581, -2.86365, 1.18580)  0.32
H (1.25950, -1.30025, 0.87332)  0.22
H (-0.36148, -1.64941, 1.66425)  0.30
H (-0.90752, -1.18894, -0.69334)  0.26
H (-0.33068, -2.95692, -0.82678)  0.27
H (0.70134, -1.58604, -1.20752)  0.24


#ii
Density functional theory data (wB97M-V/def2-TZVPD) for 2 unconnected molecules or ions with the total composition C4H12.

Kohn-Sham gap, eV: 12.16
HOMO level, eV: -11.128
SMILES string: CC.CC

Each line ends with the Mulliken charge.
Cartesian coordinates (Å):
C (1.25131, 1.02825, 1.66092)  -0.82
C (2.61404, 0.79060, 0.77676)  -0.77
H (0.38482, 1.35770, 1.15237)  0.22
H (0.91064, 0.04822, 2.06984)  0.24
H (1.46566, 1.74782, 2.43189)  0.35
H (2.81893, -0.28230, 0.52266)  0.24
H (3.28718, 1.14979, 1.60312)  0.25
H (2.61328, 1.21155, -0.13839)  0.29
C (-1.38759, -1.11617, -1.72056)  -0.92
C (-2.46650, -0.64970, -0.72249)  -0.72
H (-1.18804, -0.33614, -2.51621)  0.26
H (-0.52139, -1.14004, -1.10789)  0.23
H (-1.43336, -1.98201, -2.23864)  0.41
H (-2.23450, 0.21415, -0.19394)  0.32
H (-3.45646, -0.62398, -1.42411)  0.21
H (-2.71432, -1.68260, -0.12850)  0.20


#iii
Density functional theory data (wB97M-V/def2-TZVPD) for 2 unconnected molecules or ions with the total composition C4H12.

Kohn-Sham gap, eV: 12.38
HOMO level, eV: -11.212
SMILES string: CC.CC

Each line ends with the Mulliken charge.
Cartesian coordinates (Å):
C (1.58906, 1.03137, 0.32419)  -0.73
C (1.45618, 2.10001, -0.78184)  -0.83
H (0.92231, 1.26133, 1.14629)  0.29
H (1.41089, 0.02285, -0.02738)  0.14
H (2.65263, 0.97650, 0.54688)  0.32
H (0.89700, 1.77354, -1.66834)  0.26
H (2.39736, 2.31773, -1.26863)  0.31
H (0.96097, 3.03355, -0.50795)  0.27
C (-1.98948, -1.73487, 0.91999)  -0.84
C (-1.14833, -1.32978, -0.32517)  -0.19
H (-2.31896, -2.75176, 0.69200)  0.26
H (-1.30889, -1.58312, 1.75320)  0.27
H (-2.88952, -1.16979, 1.12160)  0.28
H (-1.77724, -0.95297, -1.12863)  0.31
H (-0.23203, -0.77116, -0.10710)  -0.41
H (-0.62194, -2.22340, -0.68911)  0.29


#iv
Density functional theory data (wB97M-V/def2-TZVPD) for 2 unconnected molecules or ions with the total composition C4H12.

Kohn-Sham gap, eV: 12.75
HOMO level, eV: -11.618
SMILES string: CC.CC

Each line ends with the Mulliken charge.
Cartesian coordinates (Å):
C (1.35673, 1.28159, 0.07617)  -0.72
C (2.51618, 1.87025, -0.73083)  -0.89
H (0.84888, 0.48507, -0.45441)  0.18
H (1.75202, 0.77789, 0.96500)  0.27
H (0.64061, 2.02067, 0.43146)  0.33
H (3.42360, 1.29540, -0.57418)  0.27
H (2.64610, 2.94345, -0.61786)  0.28
H (2.26933, 1.77867, -1.79203)  0.27
C (-1.31794, -1.64341, 0.78502)  -0.80
C (-2.53056, -1.45431, -0.11665)  -0.83
H (-0.47180, -2.00974, 0.20944)  0.25
H (-1.06282, -0.76594, 1.37488)  0.23
H (-1.52699, -2.40949, 1.53823)  0.34
H (-2.26282, -0.83643, -0.97598)  0.26
H (-3.36266, -0.92089, 0.33778)  0.29
H (-2.91786, -2.41277, -0.45604)  0.27


On energetic grounds, #iv is preferred over the next structure by 0.0198 hartree.